Below is an isolated molecule of C4H7N3 at a distorted geometry, with properties calculated with wB97M-V/def2-TZVPD.

XYZ file:
```
14
Properties=species:S:1:pos:R:3:forces:R:3
N 0.91751 -0.80546 -0.33206 -1.0823 0.0479 -2.2053
N -0.31858 -1.36272 0.18898 -0.3876 0.6235 0.3890
N -1.70096 0.69335 -0.07562 2.8283 -2.4694 1.5126
C -0.36719 1.41143 0.22684 0.0805 -0.6723 -3.8287
C -1.50138 -0.60874 0.05455 -1.4979 0.3682 -2.0327
C 1.87253 0.00379 0.38604 1.2342 -0.4799 -1.7578
C 0.91615 0.66891 -0.51078 -2.9527 1.6216 0.1544
H -0.17328 1.56974 1.22951 0.1895 -0.5488 2.4310
H -0.54744 -2.32284 -0.16101 1.2201 1.3457 0.3025
H 1.08325 1.20432 -1.51102 0.2448 -1.4890 1.4486
H 2.91738 -0.13607 -0.02138 -1.2073 -0.0513 1.0032
H -0.41741 2.47024 -0.12120 -0.1787 -0.9254 -0.3769
H -2.35188 -1.39570 -0.22543 1.3205 2.1473 0.9819
H 1.68295 0.08165 1.40157 0.1886 0.4819 1.9780
```
Positions in Å, forces in eV/Å.

SMILES: C1=NC[C@H]2CN2N1
2S+1: 1
Energy (Eh): -320.749767
LUMO energy (eV): 1.0
Energy relative to the best compared isomer or geometry (same formula, charge and spin) (kcal/mol): 83.8